1.
Molecular formula: C25H14N5RbSSe5
Method: DFT, wB97M-V/def2-TZVPD

Geometry as XYZ:
```
51
C25H14N5RbSSe5 | OMol25 | wB97M-V/def2-TZVPD
Rb 0.877 1.357 1.051
Se 3.415 -3.730 -5.613
N 4.290 -2.863 -4.321
C 3.392 -2.270 -3.591
C 3.708 -1.452 -2.420
C 5.023 -1.229 -1.998
C 5.250 -0.457 -0.885
C 4.147 0.077 -0.212
N 2.901 -0.127 -0.613
C 2.669 -0.874 -1.695
C 1.249 -1.064 -2.111
N 0.300 -0.475 -1.376
C -0.967 -0.608 -1.722
C -1.377 -1.348 -2.832
C -0.412 -1.965 -3.591
C 0.930 -1.828 -3.234
C 2.008 -2.458 -3.997
N 1.808 -3.199 -5.045
H 5.832 -1.674 -2.563
H 6.248 -0.259 -0.522
H 4.287 0.681 0.687
H -1.688 -0.095 -1.090
H -2.427 -1.424 -3.079
H -0.659 -2.556 -4.464
Se 3.244 -0.011 3.945
Se 4.708 1.592 3.156
Se 3.224 3.450 2.840
Se 4.491 5.169 1.994
S -4.414 0.525 2.407
C -3.524 -0.743 3.179
C -3.977 -1.767 4.004
C -3.050 -2.666 4.505
C -1.692 -2.539 4.192
C -1.243 -1.518 3.374
C -2.166 -0.609 2.856
N -1.859 0.456 2.027
C -2.896 1.151 1.697
C -2.913 2.335 0.814
C -4.151 2.951 0.556
C -4.218 4.050 -0.276
C -3.037 4.521 -0.853
C -1.829 3.894 -0.578
C -1.683 2.777 0.275
H -5.029 -1.857 4.253
H -3.377 -3.472 5.152
H -0.980 -3.243 4.602
H -0.190 -1.404 3.146
H -5.065 2.570 1.007
H -5.166 4.537 -0.475
H -3.073 5.384 -1.513
H -0.938 4.305 -1.053
```

Computed properties:
Relative energy (zero: lowest compared OMol25 entry of this formula, charge and spin) = 101.85 kJ/mol
Orbital gap = 0.1042 Eh
Net charge = -2
E_HOMO = -0.13 eV

=====

2.
Molecular formula: C3H8N2O2
Method: DFT, wB97M-V/def2-TZVPD

Geometry as XYZ:
```
15
C3H8N2O2 | OMol25 | wB97M-V/def2-TZVPD
N 2.455 1.385 -0.435
C 1.214 0.828 -0.236
O 0.602 1.325 0.838
N 0.667 -0.035 -1.002
C -1.379 -1.128 -0.297
C -1.994 -0.925 0.993
O -1.598 0.258 0.355
H 2.841 1.871 0.356
H 3.101 0.805 -0.947
H 1.237 -0.317 -1.786
H -0.469 -1.733 -0.366
H -1.918 -1.080 -1.232
H -1.361 -1.171 1.845
H -3.051 -1.070 1.120
H -0.349 0.986 0.794
```

Computed properties:
Relative energy (zero: lowest compared OMol25 entry of this formula, charge and spin) = 294.72 kJ/mol
SMILES = [H]/N=C(\N)O.C1CO1
Orbital gap = 0.3680 Eh
E_HOMO = -9.04 eV

=====

3.
Molecular formula: C12H28Cl12N3O6
Method: DFT, wB97M-V/def2-TZVPD

Geometry as XYZ:
```
61
C12H28Cl12N3O6 | OMol25 | wB97M-V/def2-TZVPD
N 3.727 11.172 20.459
H 3.920 11.715 21.288
H 3.512 11.792 19.692
H 2.950 10.592 20.742
H 4.504 10.550 20.286
N 0.651 12.062 17.898
O -0.055 12.949 17.426
O 1.663 12.333 18.499
O 0.258 10.870 17.745
N 0.554 9.035 20.113
O 1.504 9.440 20.764
O 0.619 8.411 19.110
O -0.596 9.414 20.129
Cl 4.695 13.170 17.329
C 4.268 14.423 16.155
C 3.188 13.878 15.251
Cl 3.777 12.416 14.431
H 5.186 14.731 15.654
H 3.778 15.235 16.691
H 3.021 14.597 14.450
H 2.273 13.652 15.798
Cl 3.938 8.181 22.229
C 4.141 6.429 22.629
C 3.408 5.588 21.562
Cl 3.706 5.890 19.822
H 3.623 6.222 23.565
H 5.184 6.130 22.733
H 2.323 5.660 21.632
H 3.714 4.567 21.793
Cl 3.654 14.103 21.739
C 2.524 15.185 20.804
C 3.190 16.615 20.591
Cl 4.673 16.524 19.662
H 1.524 15.172 21.238
H 2.367 14.749 19.817
H 3.402 17.008 21.586
H 2.423 17.250 20.146
Cl 8.624 12.646 23.108
C 8.531 13.930 21.884
C 7.119 13.913 21.366
Cl 6.744 12.371 20.484
H 9.296 13.681 21.148
H 8.838 14.885 22.309
H 6.927 14.764 20.713
H 6.452 13.922 22.228
Cl 4.132 9.921 17.073
C 4.479 8.183 17.495
C 5.793 7.970 18.212
Cl 5.937 8.853 19.737
H 4.474 7.764 16.489
H 3.675 7.893 18.171
H 6.669 8.191 17.601
H 5.960 6.910 18.406
Cl 4.517 11.071 23.676
C 3.976 11.451 25.334
C 2.464 11.726 25.446
Cl 2.008 13.346 24.769
H 4.474 12.355 25.685
H 4.309 10.620 25.956
H 2.032 11.763 26.445
H 1.913 10.968 24.890
```

Computed properties:
Orbital gap (alpha / beta) = 0.2763 / 0.1630 Eh
Multiplicity = 2
⟨S²⟩ = 0.76
E_HOMO (alpha / beta) = -7.41 / -7.41 eV

=====

4.
Molecular formula: C4H9N2O
Method: DFT, wB97M-V/def2-TZVPD

Geometry as XYZ:
```
16
C4H9N2O | OMol25 | wB97M-V/def2-TZVPD
C 1.069 -1.184 0.259
N 0.780 0.218 0.539
C 1.206 1.138 -0.500
C -0.577 0.441 0.969
O -0.766 1.210 1.905
C -1.756 -0.198 0.203
N -1.558 -0.771 -1.092
H 1.452 -1.674 1.162
H 0.188 -1.710 -0.110
H 1.849 -1.258 -0.497
H 2.263 1.392 -0.374
H 0.651 2.070 -0.408
H 1.056 0.742 -1.506
H -2.528 0.593 0.265
H -2.122 -0.978 0.886
H -1.207 -0.032 -1.701
```

Computed properties:
Relative energy (zero: lowest compared OMol25 entry of this formula, charge and spin) = 2.37 kJ/mol
Orbital gap = 0.2131 Eh
Net charge = -1
E_HOMO = -1.64 eV

=====

5.
Molecular formula: C50H47ClN5P2S2ScSi
Method: DFT, wB97M-V/def2-TZVPD

Geometry as XYZ:
```
109
C50H47ClN5P2S2ScSi | OMol25 | wB97M-V/def2-TZVPD
Sc -0.337 0.568 -0.159
C -0.112 -2.835 0.490
P 1.250 -1.759 -0.108
C 2.725 -2.669 -0.714
C 3.878 -1.967 -1.061
C 5.006 -2.643 -1.503
C 5.008 -4.030 -1.587
C 3.865 -4.735 -1.237
C 2.730 -4.057 -0.813
C 2.133 -1.627 1.620
C 2.684 -0.438 2.093
C 3.439 -0.400 3.263
C 3.642 -1.550 4.007
C 3.090 -2.745 3.562
C 2.360 -2.776 2.384
C -0.660 -2.113 1.675
C -1.018 -2.647 2.891
C -1.216 -1.552 3.764
C -0.972 -0.418 3.020
C -1.045 0.995 3.521
P -0.670 2.139 2.134
C 0.695 3.198 2.728
C 0.840 4.495 2.234
C 1.944 5.261 2.578
C 2.916 4.745 3.424
C 2.782 3.456 3.917
C 1.683 2.685 3.567
C -2.100 3.286 2.206
C -2.374 3.992 3.378
C -3.487 4.813 3.468
C -4.344 4.940 2.381
C -4.078 4.247 1.210
C -2.960 3.427 1.121
N -0.646 -0.737 1.721
H 0.203 -3.841 0.771
H -0.821 -2.945 -0.331
H 3.898 -0.886 -0.981
H 5.890 -2.079 -1.775
H 5.893 -4.555 -1.927
H 3.845 -5.816 -1.309
H 1.833 -4.619 -0.581
H 2.554 0.479 1.529
H 3.872 0.542 3.582
H 4.227 -1.519 4.920
H 3.236 -3.658 4.129
H 1.968 -3.730 2.048
H -1.062 -3.700 3.130
H -1.489 -1.577 4.809
H -0.352 1.146 4.352
H -2.041 1.237 3.902
H 0.106 4.899 1.549
H 2.049 6.249 2.150
H 3.784 5.340 3.680
H 3.546 3.034 4.560
H 1.626 1.663 3.920
H -1.702 3.902 4.224
H -3.683 5.357 4.384
H -5.215 5.580 2.449
H -4.740 4.337 0.358
H -2.771 2.880 0.208
S -0.225 3.195 -0.816
C 1.472 2.937 -0.916
S 1.916 1.261 -0.961
C 2.400 3.970 -0.898
C 1.998 5.328 -0.774
N 1.697 6.440 -0.680
C 3.800 3.727 -0.970
N 4.943 3.572 -1.029
C -3.960 0.090 1.825
C -3.924 0.180 0.330
C -5.107 0.111 -0.386
C -5.043 0.169 -1.779
C -3.837 0.290 -2.412
C -2.646 0.375 -1.633
N -2.736 0.331 -0.272
N -1.394 0.501 -2.081
Si -1.094 0.748 -3.788
C 0.690 1.070 -4.233
C -2.024 2.292 -4.368
C -1.650 -0.749 -4.797
H -3.844 1.083 2.269
H -3.160 -0.547 2.197
H -4.919 -0.313 2.152
H -6.047 -0.009 0.135
H -5.952 0.104 -2.368
H -3.783 0.310 -3.489
H 1.176 1.770 -3.557
H 0.703 1.497 -5.241
H 1.276 0.150 -4.237
H -1.873 3.089 -3.634
H -3.097 2.162 -4.514
H -1.597 2.631 -5.317
H -0.843 -1.484 -4.824
H -1.887 -0.461 -5.827
H -2.525 -1.249 -4.378
Cl -0.807 -7.904 -3.957
C -0.415 -6.243 -3.526
C 0.864 -5.755 -3.745
C 1.168 -4.449 -3.408
C 0.219 -3.571 -2.825
C 0.556 -2.247 -2.394
C -1.079 -4.114 -2.651
C -1.391 -5.418 -2.987
H 1.619 -6.396 -4.184
H 2.171 -4.079 -3.589
H -0.288 -1.566 -2.412
H 1.431 -1.829 -2.893
H -1.861 -3.478 -2.247
H -2.395 -5.797 -2.838
```

Computed properties:
Relative energy (zero: lowest compared OMol25 entry of this formula, charge and spin) = 34.87 kJ/mol
Orbital gap = 0.1969 Eh
Net charge = -2
E_HOMO = -1.38 eV

=====

6.
Molecular formula: C18H23FN2S2
Method: DFT, wB97M-V/def2-TZVPD

Geometry as XYZ:
```
46
C18H23FN2S2 | OMol25 | wB97M-V/def2-TZVPD
C 2.345 -2.794 -0.779
H 2.894 -2.415 0.081
H 2.849 -2.456 -1.682
H 2.387 -3.880 -0.749
C 0.892 -2.322 -0.765
C 0.127 -2.973 -1.916
H -0.897 -2.607 -1.958
H 0.609 -2.752 -2.866
H 0.099 -4.052 -1.787
C 0.225 -2.652 0.577
H 0.581 -3.623 0.926
C 0.493 -1.617 1.674
N -0.315 -0.419 1.493
C -1.650 -0.543 1.718
S -2.344 -1.820 2.505
N -2.471 0.482 1.313
C -2.404 1.190 0.112
C -3.149 2.361 -0.011
C -3.107 3.055 -1.202
C -2.360 2.628 -2.284
C -1.638 1.454 -2.154
C -1.655 0.738 -0.972
H -1.101 -0.181 -0.890
H -1.056 1.088 -2.986
H -2.356 3.200 -3.197
F -3.826 4.191 -1.310
H -3.752 2.726 0.806
H -3.380 0.465 1.759
C 0.299 0.900 1.680
C 1.116 1.379 0.517
C 2.236 0.863 -0.059
C 2.740 1.661 -1.110
C 2.011 2.788 -1.305
S 0.689 2.895 -0.216
H 2.168 3.570 -2.021
H 3.610 1.404 -1.686
H 2.707 -0.054 0.244
C 1.123 0.953 2.976
H 1.377 1.988 3.191
H 2.048 0.389 2.890
H 0.541 0.555 3.803
H -0.529 1.607 1.797
H 1.540 -1.328 1.661
H 0.263 -2.064 2.648
H -0.854 -2.738 0.441
H 0.877 -1.236 -0.909
```

Computed properties:
SMILES = CC(C)CCN(C(=S)Nc1cccc(F)c1)[C@@H](C)c1cccs1
Orbital gap = 0.3219 Eh
E_HOMO = -8.18 eV

=====

7.
Molecular formula: C3H5O3S
Method: DFT, wB97M-V/def2-TZVPD

Geometry as XYZ:
```
12
C3H5O3S | OMol25 | wB97M-V/def2-TZVPD
C 2.466 0.331 -0.180
C -1.032 0.994 -0.158
C -0.329 -0.329 0.305
O 2.019 0.772 -1.180
O 3.041 0.018 0.765
O -0.787 -0.471 1.668
S -1.071 -1.780 -0.836
H -0.830 1.847 0.538
H -0.463 1.418 -1.083
H -2.067 0.766 -0.266
H -1.128 -1.377 1.610
H 0.180 -2.189 -1.183
```

Computed properties:
Relative energy (zero: lowest compared OMol25 entry of this formula, charge and spin) = 215.25 kJ/mol
Orbital gap (alpha / beta) = 0.1935 / 0.1935 Eh
Net charge = -1
E_HOMO (alpha / beta) = -1.65 / -1.65 eV

=====

8.
Molecular formula: C27H43BClFNO22P
Method: DFT, wB97M-V/def2-TZVPD

Geometry as XYZ:
```
97
C27H43BClFNO22P | OMol25 | wB97M-V/def2-TZVPD
C 0.450 -1.430 -2.729
C -0.048 -0.610 -4.061
O -1.401 -0.040 -3.971
C -1.477 1.082 -3.023
C -3.030 1.060 -2.405
O -3.401 -0.383 -2.338
C -4.831 -0.581 -2.624
P -6.130 0.633 -1.915
O -7.682 -0.162 -1.697
Cl -5.575 1.187 0.103
O -5.089 -1.872 -1.905
C -5.554 -2.974 -2.802
O -6.271 -4.076 -2.486
O -5.096 -2.549 -4.162
C -5.320 -1.066 -4.111
F -6.745 -0.864 -4.462
B -4.537 -0.469 -5.457
N -4.563 0.978 -5.913
O -3.774 -1.501 -6.245
H 1.321 -0.787 -2.233
H 0.875 -2.492 -2.996
H -0.405 -1.468 -1.898
H -0.086 -1.412 -4.944
H 0.785 0.181 -4.387
H -0.756 1.007 -2.104
H -1.256 2.136 -3.536
H -2.953 1.537 -1.331
H -3.703 1.661 -3.151
H -7.457 -0.982 -1.134
H -5.019 1.538 -5.152
H -3.553 1.261 -5.975
H -3.660 -1.087 -7.150
C -8.521 5.170 3.113
C -8.270 4.957 1.634
C -7.953 3.539 1.264
O -7.223 3.703 0.059
C -6.622 4.930 0.142
O -5.771 5.335 -0.632
O -7.100 5.637 1.209
H -8.443 6.231 3.368
H -9.517 4.812 3.394
H -7.782 4.642 3.725
H -9.112 5.350 1.052
H -8.849 2.936 1.098
H -7.306 3.031 1.989
C 2.625 3.584 -6.094
C 1.787 4.272 -5.034
C 2.563 4.708 -3.828
O 1.558 4.752 -2.828
C 0.613 3.833 -3.198
O -0.309 3.467 -2.488
O 0.844 3.378 -4.466
H 1.986 3.027 -6.788
H 3.210 4.315 -6.661
H 3.316 2.860 -5.651
H 1.230 5.104 -5.480
H 3.028 5.688 -3.956
H 3.327 3.986 -3.513
C 2.290 -1.741 3.056
C 1.782 -1.449 1.659
C 1.342 -2.665 0.900
O 1.487 -2.244 -0.446
C 2.484 -1.305 -0.446
O 3.005 -0.852 -1.451
O 2.818 -0.948 0.830
H 2.869 -0.895 3.440
H 1.458 -1.938 3.739
H 2.956 -2.610 3.067
H 0.993 -0.689 1.699
H 0.307 -2.943 1.111
H 1.988 -3.537 1.057
C 3.993 -4.659 7.920
C 3.910 -4.794 6.413
C 4.481 -3.629 5.662
O 3.791 -3.706 4.426
C 2.586 -4.296 4.698
O 1.657 -4.365 3.911
O 2.563 -4.794 5.971
H 3.309 -5.362 8.408
H 5.011 -4.854 8.273
H 3.702 -3.657 8.250
H 4.363 -5.741 6.097
H 5.559 -3.710 5.511
H 4.253 -2.658 6.120
C 9.120 -2.894 2.943
C 8.066 -1.842 3.229
C 8.622 -0.480 3.513
O 7.586 0.110 4.281
C 6.949 -0.922 4.917
O 6.121 -0.782 5.801
O 7.369 -2.128 4.431
H 8.698 -3.899 3.047
H 9.517 -2.780 1.930
H 9.954 -2.827 3.649
H 7.331 -1.819 2.416
H 8.810 0.098 2.605
H 9.533 -0.496 4.124
```

Computed properties:
SMILES = CCOCCO[C@]1(P(O)Cl)OC(=O)O[C@]1(F)B(N)O.C[C@@H]1COC(=O)O1.C[C@@H]1COC(=O)O1.C[C@@H]1COC(=O)O1.C[C@@H]1COC(=O)O1.C[C@@H]1COC(=O)O1
Orbital gap = 0.3428 Eh
E_HOMO = -9.04 eV

=====

9.
Molecular formula: C2H5N2
Method: DFT, wB97M-V/def2-TZVPD

Geometry as XYZ:
```
9
C2H5N2 | OMol25 | wB97M-V/def2-TZVPD
C -0.570 0.534 0.469
C 0.115 -0.729 0.451
N 0.561 1.056 -1.742
N 0.006 1.097 -0.726
H -1.697 0.693 0.144
H -0.497 1.075 1.396
H 0.911 -0.974 1.181
H -0.139 -1.394 -0.230
H 0.982 0.338 -2.397
```

Computed properties:
Relative energy (zero: lowest compared OMol25 entry of this formula, charge and spin) = 469.42 kJ/mol
Orbital gap (alpha / beta) = 0.2961 / 0.3350 Eh
Net charge = +1
E_HOMO (alpha / beta) = -14.63 / -15.17 eV

=====

10.
Molecular formula: C3H7BrN
Method: DFT, wB97M-V/def2-TZVPD

Geometry as XYZ:
```
12
C3H7BrN | OMol25 | wB97M-V/def2-TZVPD
C 0.401 0.569 -0.638
C -1.165 0.391 -1.706
C 0.387 0.543 0.803
N 0.310 -0.966 1.223
Br -0.944 0.436 -3.455
H 1.342 0.286 -1.240
H -2.093 0.617 -1.251
H -0.422 1.195 1.195
H 1.290 1.030 1.306
H -0.209 -1.263 2.108
H 1.338 -1.344 1.220
H -0.235 -1.495 0.435
```

Computed properties:
Relative energy (zero: lowest compared OMol25 entry of this formula, charge and spin) = 362.13 kJ/mol
Orbital gap (alpha / beta) = 0.2694 / 0.3316 Eh
Net charge = +1
E_HOMO (alpha / beta) = -12.27 / -13.29 eV

=====

11.
Molecular formula: C2HN4O3
Method: DFT, wB97M-V/def2-TZVPD

Geometry as XYZ:
```
10
C2HN4O3 | OMol25 | wB97M-V/def2-TZVPD
C 2.776 1.869 0.500
C 1.147 -0.939 -0.602
N 1.576 1.517 0.463
N 0.407 1.153 0.412
N 0.123 0.002 0.030
N 0.549 -2.071 -0.427
O 2.166 -0.550 -1.011
O 3.928 2.046 0.419
O -0.348 -2.738 -0.838
H -0.855 -0.216 -0.132
```

Computed properties:
Relative energy (zero: lowest compared OMol25 entry of this formula, charge and spin) = 58.46 kJ/mol
SMILES = O=C=[N+]=NNC(=O)N=O
Orbital gap (alpha / beta) = 0.2918 / 0.2816 Eh
Net charge = +1
E_HOMO (alpha / beta) = -15.14 / -15.10 eV

=====

12.
Molecular formula: C4H8O2
Method: DFT, wB97M-V/def2-TZVPD

Geometry as XYZ:
```
14
C4H8O2 | OMol25 | wB97M-V/def2-TZVPD
C -1.052 -1.364 -0.407
C -0.633 -0.007 -0.903
C 0.546 0.569 -0.660
O -0.172 1.980 1.584
C 1.630 -0.097 0.123
O 1.668 -0.203 1.331
H -2.115 -1.393 -0.143
H -0.475 -1.675 0.469
H -0.900 -2.107 -1.199
H -0.818 1.497 1.052
H -1.340 0.522 -1.542
H 0.796 1.542 -1.082
H 0.424 1.269 1.867
H 2.442 -0.533 -0.491
```

Computed properties:
Relative energy (zero: lowest compared OMol25 entry of this formula, charge and spin) = 174.46 kJ/mol
SMILES = C/C=C\C=O.O
Orbital gap = 0.3888 Eh
E_HOMO = -10.01 eV

=====

Repeat the ninth record exactly.
Molecular formula: C2H5N2
Method: DFT, wB97M-V/def2-TZVPD

Geometry as XYZ:
```
9
C2H5N2 | OMol25 | wB97M-V/def2-TZVPD
C -0.570 0.534 0.469
C 0.115 -0.729 0.451
N 0.561 1.056 -1.742
N 0.006 1.097 -0.726
H -1.697 0.693 0.144
H -0.497 1.075 1.396
H 0.911 -0.974 1.181
H -0.139 -1.394 -0.230
H 0.982 0.338 -2.397
```

Computed properties:
Relative energy (zero: lowest compared OMol25 entry of this formula, charge and spin) = 469.42 kJ/mol
Orbital gap (alpha / beta) = 0.2961 / 0.3350 Eh
Net charge = +1
E_HOMO (alpha / beta) = -14.63 / -15.17 eV

=====

- What is the formula in the twelfth record?
  C4H8O2